Formula: C5H10O
Source: the OMol25 dataset
Level of theory: ωB97M-V with the def2-TZVPD basis set

## Properties
SMILES: CC(=O)C(C)C
HOMO-LUMO gap, eV: 10.53
Energy relative to the best compared isomer or geometry (same formula, charge and spin), kJ/mol: 4.5

Last column: natural (NBO) charge in e.
Geometry (Å):
1 C -1.38063 0.44357 1.65011  -0.72
2 C -0.72781 -0.42606 0.59506  0.61
3 O -1.16525 -1.52706 0.33577  -0.55
4 C 0.46877 0.13292 -0.16590  -0.32
5 C -0.02009 0.65415 -1.52545  -0.60
6 C 1.54422 -0.93569 -0.33427  -0.60
7 H -1.06903 0.09626 2.64259  0.24
8 H -1.08738 1.48999 1.55223  0.21
9 H -2.46797 0.35427 1.59548  0.24
10 H 0.87546 0.97960 0.39668  0.20
11 H -0.72017 1.49171 -1.41986  0.21
12 H -0.52189 -0.14612 -2.08026  0.22
13 H 0.83591 1.00079 -2.11465  0.21
14 H 1.10693 -1.83858 -0.77019  0.23
15 H 1.98702 -1.19933 0.63234  0.21
16 H 2.34189 -0.57041 -0.98969  0.21